(1)
Density functional theory data (the ωB97M-V functional and the def2-TZVPD basis) for 5 unconnected molecules or ions with the total composition C24H51N4O4 at a distorted geometry.

XYZ file:
```
83
Properties=species:S:1:pos:R:3:forces:R:3:lowdin_charge:R:1
O -30.59919 -4.63900 -21.94087 -0.2 0.4 -0.4 0.02
O -27.31670 -6.21468 -19.04023 0.1 0.1 0.3 -0.12
O -32.21857 -6.70577 -21.25252 -0.5 0.0 -0.3 0.02
O -29.22169 -7.90012 -17.89478 0.0 -0.1 0.1 -0.13
N -26.78402 -7.77959 -17.05983 0.1 0.7 0.8 0.23
N -25.52248 -7.87089 -14.40164 -0.3 -0.3 0.2 -0.22
N -25.36570 -9.87207 -18.41167 0.0 0.4 0.1 -0.23
N -29.02074 -4.02895 -15.13612 0.2 -0.5 0.1 -0.19
C -26.22305 -6.93320 -13.51849 0.0 0.5 -0.2 -0.24
C -29.53109 -7.23209 -18.94143 0.6 -0.1 0.4 -0.38
C -30.64430 -5.73563 -14.34928 0.2 -0.1 0.2 -0.08
C -29.07719 -4.39862 -16.56100 1.0 0.2 0.2 -0.24
C -23.23999 -8.57567 -18.45029 0.0 0.0 -0.1 -0.08
C -25.94430 -11.16650 -18.10102 0.7 -0.7 -0.4 -0.27
C -27.42895 -2.68921 -13.78630 -0.1 0.2 0.5 -0.10
C -25.14836 -10.18981 -20.91423 -0.2 0.1 -0.4 -0.07
C -23.89805 -6.21578 -15.28237 0.1 -0.3 0.0 -0.07
C -30.24846 -4.27043 -14.41566 -0.6 0.3 0.0 -0.28
C -27.42606 -11.25700 -18.34167 -0.5 0.5 0.5 -0.07
C -28.47792 -2.71214 -14.88113 0.0 0.6 -0.8 -0.29
C -28.50971 -6.21609 -19.50001 0.1 -0.6 0.3 -0.39
C -28.91829 -5.39283 -20.50374 0.0 0.5 -0.4 -0.03
C -30.71279 -7.41230 -19.60686 -0.3 0.0 -0.1 -0.01
C -25.69981 -9.26777 -14.02698 0.5 -0.3 0.4 -0.27
C -29.97476 -3.52792 -17.41541 0.5 0.1 -0.6 -0.06
C -27.13296 -9.72954 -14.01324 -0.5 -0.1 0.1 -0.08
C -23.95482 -9.85611 -18.05646 0.0 0.1 0.1 -0.26
C -25.67849 -9.35803 -19.74309 0.0 -0.3 -0.6 -0.24
C -24.11593 -7.56899 -14.61929 -0.1 0.3 0.2 -0.26
C -30.21655 -5.43782 -21.10146 0.6 0.2 0.2 -0.39
C -25.65046 -6.75831 -12.11226 0.2 0.1 0.0 -0.07
C -31.15211 -6.57022 -20.67335 0.0 -0.5 0.3 -0.39
H -25.64637 -11.15854 -20.99836 0.1 -0.1 0.2 0.07
H -27.27852 -7.19776 -13.48462 0.0 -0.3 0.1 0.10
H -23.44626 -10.73650 -18.48443 0.1 0.1 0.1 0.12
H -24.51273 -6.12664 -16.17886 0.0 0.1 0.0 0.07
H -24.12513 -5.39421 -14.60576 0.0 0.1 0.0 0.06
H -27.77941 -3.20264 -12.88717 0.0 -0.1 0.0 0.06
H -27.18946 -1.66415 -13.48076 0.0 0.0 -0.1 0.07
H -30.83520 -6.17347 -15.32751 -0.1 0.1 0.0 0.07
H -26.50353 -3.16117 -14.11553 0.0 -0.1 0.0 0.06
H -30.15885 -3.87974 -13.39470 0.2 -0.1 0.0 0.11
H -27.63059 -9.52694 -14.96292 0.0 0.0 0.0 0.07
H -31.09204 -3.68789 -14.84288 0.1 -0.1 -0.1 0.11
H -27.71411 -9.25545 -13.22085 0.0 0.0 0.0 0.07
H -29.71611 -3.68478 -18.46674 -0.3 -0.3 0.0 0.07
H -25.76845 -7.65129 -11.49597 0.0 0.0 0.0 0.07
H -31.35573 -8.21175 -19.25934 -0.2 0.1 0.0 0.10
H -25.31721 -8.33568 -19.83508 0.0 0.0 0.2 0.11
H -28.04110 -4.30476 -16.90975 -0.1 0.1 -0.1 0.11
H -25.41106 -11.95565 -18.67747 -0.2 0.1 -0.1 0.11
H -27.81774 -12.21953 -18.01740 0.1 -0.1 -0.2 0.08
H -29.26938 -5.46664 -16.66497 -0.3 0.0 0.0 0.09
H -23.80604 -7.69357 -18.14199 0.0 0.0 0.0 0.07
H -24.58838 -6.49795 -12.13833 0.0 -0.1 -0.1 0.06
H -23.90205 -9.92536 -16.96218 0.0 -0.3 -0.1 0.09
H -26.52579 -7.62999 -16.07411 0.3 -0.2 -0.3 0.07
H -26.26243 -5.96394 -14.02251 0.2 0.0 0.0 0.10
H -25.14310 -9.89735 -14.72984 0.0 0.2 -0.2 0.10
H -25.68319 -11.42721 -17.06860 -0.2 0.3 0.1 0.11
H -25.23735 -9.49390 -13.04617 0.0 0.1 0.0 0.12
H -22.26548 -8.53199 -17.96322 0.0 0.0 0.0 0.07
H -29.27128 -1.96219 -14.71677 0.0 -0.2 0.4 0.11
H -26.76022 -9.28075 -19.85104 0.0 0.1 0.2 0.11
H -29.83734 -6.30912 -13.88526 0.0 0.0 0.0 0.06
H -22.84921 -6.14069 -15.57526 0.0 0.1 0.0 0.08
H -23.08461 -8.51868 -19.52765 0.0 0.1 0.0 0.07
H -27.79163 -8.07017 -17.13754 -0.2 0.2 -0.7 0.06
H -28.19243 -4.67160 -20.86376 -0.1 0.1 -0.1 0.10
H -31.03196 -3.73023 -17.26553 -0.1 0.2 0.0 0.07
H -23.55789 -7.59775 -13.66853 0.1 -0.1 -0.1 0.11
H -28.00663 -2.31856 -15.79206 0.0 -0.3 0.0 0.11
H -23.70975 -8.35759 -15.25699 0.0 0.0 0.0 0.10
H -26.82649 -6.89475 -17.64658 -0.4 -0.2 -0.3 0.07
H -27.18313 -10.80381 -13.82803 0.1 0.0 -0.1 0.08
H -29.72923 -2.47225 -17.26074 -0.3 0.0 0.3 0.07
H -24.06597 -10.33637 -20.90602 0.0 -0.1 0.2 0.06
H -26.12301 -5.91594 -11.60669 -0.3 -0.1 0.0 0.07
H -27.95529 -10.49583 -17.75675 0.0 0.0 -0.1 0.07
H -25.37428 -9.67552 -21.85401 0.0 0.1 0.1 0.08
H -31.53536 -5.84685 -13.72900 -0.1 0.0 -0.1 0.07
H -26.15533 -8.43913 -17.53975 -0.1 -0.3 0.3 0.07
H -27.69128 -11.06318 -19.37798 0.0 -0.3 -0.1 0.07
```
Positions in Å, forces in eV/Å.

- charge = -1
- LUMO energy (hartree) = 0.07988
- energy above the lowest of the compared OMol25 structures with the same formula, charge and spin (kJ/mol) = 0.0
- molar mass (g mol⁻¹) = 459.696
- total energy (hartree) = -1465.06825


(2)
Density functional theory data (the ωB97M-V functional and the def2-TZVPD basis) for 3 unconnected molecules or ions with the total composition C24H51O11PSi at a distorted geometry.

XYZ file:
```
88
Properties=species:S:1:pos:R:3:forces:R:3:lowdin_charge:R:1
P 0.03086 -3.84695 0.92693 -0.4 -1.2 -0.5 0.39
Si 0.39685 -1.96970 2.11155 0.3 0.3 0.1 0.64
O 2.09562 8.74351 -0.85397 0.0 0.0 0.0 -0.12
O -0.67389 -4.84968 1.72051 -0.2 -0.1 0.6 -0.30
O -2.87565 -5.25242 -5.68172 -0.3 -0.3 -0.1 -0.20
O 3.46360 -2.76776 4.76235 0.5 0.0 -1.0 -0.03
O 1.58087 5.73944 -0.68526 -0.2 0.3 -0.2 -0.20
O -4.81783 -6.87287 -3.95895 0.0 0.0 0.0 -0.12
O 2.08571 7.31787 1.85340 0.2 0.3 -0.2 -0.20
O -0.88622 -3.54702 -0.39804 1.0 0.6 0.4 -0.19
O -1.90453 -6.54861 -3.10367 -0.4 0.0 0.2 -0.19
O 1.43526 -4.50780 0.39931 -0.6 1.0 -0.2 -0.17
O 5.28662 -4.05774 4.73505 0.1 -0.4 0.4 0.10
C -1.31449 0.20547 4.79422 0.3 0.6 -0.5 0.10
C -4.59358 -5.47121 -3.94510 0.0 0.1 0.3 -0.18
C 4.73598 -3.05670 4.41153 0.4 0.0 0.2 -0.37
C 1.01735 8.60417 0.06033 -0.2 -0.1 -0.1 -0.18
C -1.82471 -5.99936 -1.79720 0.1 -0.1 -0.4 -0.11
C 1.30845 -0.76684 0.97023 -0.5 0.4 0.3 -0.27
C 2.52613 6.36847 -1.53390 0.1 -0.1 0.2 -0.19
C 3.28346 7.51578 2.57758 -0.1 -0.3 0.0 -0.11
C 1.36808 8.49854 1.53584 0.0 -0.1 0.0 -0.19
C -3.72912 -7.74757 -4.21854 0.0 -0.1 -0.2 -0.18
C 2.78110 -1.94849 3.77617 -0.9 0.4 1.1 -0.23
C -1.27662 -0.50053 3.82329 -0.3 -0.2 -0.5 -0.22
C 0.51863 2.50573 2.43604 -0.4 0.6 -0.6 -0.20
C -1.79295 2.06306 1.34337 1.0 0.5 -0.2 -0.10
C 0.35345 5.40567 -1.30154 0.1 -0.1 0.3 -0.11
C -0.91108 3.05384 2.15779 0.0 -0.8 0.5 -0.23
C -2.60572 -7.77472 -3.19390 0.2 0.1 -0.2 -0.20
C 1.91191 0.50273 1.65173 0.4 0.3 -1.1 -0.23
C -4.15633 -4.82591 -5.25075 0.1 0.0 0.1 -0.19
C -2.81121 -5.71826 -7.01404 0.3 0.1 0.1 -0.11
C 1.35720 -2.51308 3.64621 0.6 -0.1 -0.2 -0.20
C -1.32364 -1.39516 2.65988 -0.1 -0.4 0.6 -0.26
C 1.25123 1.85447 1.22036 0.5 -0.1 1.2 -0.18
C 3.03734 7.68924 -0.98067 0.2 0.1 0.1 -0.18
H 3.33357 -1.89000 2.83445 0.0 -0.2 0.1 0.11
H 1.93174 0.46568 2.74308 -0.1 -0.2 -0.1 0.08
H 0.56046 -0.40222 0.24495 0.1 -0.2 0.1 0.07
H 0.35742 7.79310 -0.24894 0.1 -0.2 0.2 0.10
H 1.15870 3.32224 2.79390 -0.2 0.0 0.0 0.11
H 4.00352 6.76323 2.24974 0.0 0.0 0.0 0.09
H -4.16838 -8.74940 -4.22631 -0.1 0.0 0.1 0.13
H 0.09542 6.09239 -2.11222 0.0 0.0 0.0 0.09
H 2.95895 0.56197 1.32701 -0.1 -0.1 0.2 0.10
H -3.76798 -6.11437 -7.36400 0.0 0.0 0.0 0.09
H 2.71533 -0.95612 4.23762 0.1 0.0 -0.4 0.12
H 0.42110 1.82348 3.28708 0.1 -0.2 -0.4 0.08
H 3.72109 8.50110 2.39835 0.0 0.0 0.0 0.09
H -4.10219 -3.74223 -5.09120 -0.2 0.0 0.1 0.12
H -5.56455 -5.03531 -3.69147 0.0 -0.1 -0.1 0.13
H -1.24477 1.08943 5.38347 -0.1 -0.3 0.5 0.03
H -1.83946 2.40245 0.30202 -0.4 -0.1 0.1 0.07
H 0.80280 -2.24167 4.55148 0.0 0.0 -0.2 0.09
H -0.87446 4.04986 1.70974 -0.1 -0.1 0.0 0.09
H -1.92724 -0.99667 1.84021 0.1 0.1 0.1 0.08
H -0.42878 5.47414 -0.54266 0.0 -0.1 0.0 0.08
H -1.28525 1.09357 1.29602 -0.3 0.0 0.2 0.03
H 1.92237 9.39300 1.83974 0.1 -0.1 0.0 0.12
H -1.84551 -2.30224 3.00530 0.1 0.0 -0.2 0.10
H 1.77526 -4.00243 -0.35228 0.2 -0.2 0.0 0.06
H 0.38968 4.37649 -1.67265 -0.1 0.0 -0.2 0.08
H -1.80515 -4.91961 -1.89102 0.0 0.0 -0.1 0.06
H -3.34388 -7.59042 -5.22668 0.2 0.2 0.1 0.10
H -0.57484 -2.78112 -0.90025 -0.1 0.0 -0.1 0.07
H 3.38476 5.69070 -1.61492 0.1 0.1 -0.1 0.13
H 2.12460 6.51774 -2.54102 -0.1 0.0 0.0 0.12
H -2.99913 -8.08432 -2.22071 0.0 0.1 0.0 0.12
H 1.44406 -3.60849 3.65461 -0.1 0.2 -0.1 0.09
H 2.05346 -1.29700 0.36248 0.0 0.0 0.3 0.07
H -2.47530 -4.91455 -7.67718 -0.1 -0.1 -0.1 0.09
H 5.29559 -2.29124 3.83696 -0.6 0.1 -0.1 0.15
H -2.78002 1.95732 1.79150 0.0 0.0 -0.3 0.07
H -4.91537 -5.01464 -6.01786 0.1 -0.1 0.0 0.12
H 3.10211 7.37743 3.64804 0.1 0.1 0.0 0.09
H -2.68864 -6.26754 -1.18286 0.0 -0.1 0.0 0.10
H 2.06887 2.52880 0.94220 -0.2 0.0 -0.1 0.10
H 0.43166 8.47411 2.10543 -0.1 0.2 -0.1 0.13
H 0.63600 1.74786 0.32220 -0.1 -0.1 0.3 0.09
H -2.07813 -6.52634 -7.05300 0.0 0.0 0.0 0.09
H 3.57781 7.54444 -0.04467 -0.1 -0.2 0.1 0.11
H -3.92755 -5.19945 -3.12549 0.2 0.0 -0.1 0.11
H -1.39699 3.12809 3.13903 0.2 0.4 -0.1 0.09
H -0.90193 -6.32385 -1.30836 -0.1 0.0 0.2 0.09
H 3.78037 8.05875 -1.69328 -0.1 0.0 -0.1 0.13
H -1.88299 -8.53422 -3.51789 -0.2 -0.2 0.0 0.13
H 0.43135 9.52017 -0.05724 0.1 0.0 0.0 0.13
```
Positions in Å, forces in eV/Å.

- charge = 0
- LUMO energy (hartree) = -0.00317
- SMILES = C#CC[Si@@](CCCCCC)(CCOC=O)P(=O)(O)O.COCCOCCOC.COCCOCCOC
- molar mass (g mol⁻¹) = 574.721
- total energy (hartree) = -2403.40813


(3)
Density functional theory data (the ωB97M-V functional and the def2-TZVPD basis) for 7 unconnected molecules or ions with the total composition C24H51O14PS at a distorted geometry.

XYZ file:
```
91
Properties=species:S:1:pos:R:3:forces:R:3:lowdin_charge:R:1
S -0.14619 0.11406 1.17634 4.1 1.1 0.3 0.74
P -4.97629 4.28607 -0.45287 -0.4 1.4 -1.7 0.90
O -5.63740 -2.80330 2.91233 -0.1 0.0 -0.1 -0.09
O -3.92115 5.52430 0.12919 -1.7 -2.0 0.9 -0.32
O -2.01005 -1.18429 -3.59160 0.2 0.0 0.0 -0.09
O 0.47730 -0.95734 0.32944 -2.2 1.9 1.8 -0.36
O 4.47662 3.98246 3.40096 -0.1 -0.1 0.0 -0.10
O 2.41424 -0.75815 4.06058 -0.1 0.0 0.0 -0.11
O -2.87318 -5.25749 -3.43442 -0.1 0.0 0.0 -0.10
O -6.39080 4.38538 0.50371 2.8 0.0 0.4 -0.31
O 2.69955 5.35406 1.12412 -0.9 -3.7 -1.1 0.06
O -3.46575 -0.14369 2.10050 1.2 2.8 -1.9 0.05
O 1.58260 3.74632 -0.16985 1.5 0.7 0.8 -0.11
O -3.70180 1.73521 -2.41184 1.4 0.4 3.6 0.08
O 0.76697 1.31966 1.35021 -2.7 -2.7 -0.5 -0.37
O 3.70656 0.69602 -3.47685 0.0 0.2 0.0 -0.10
C 3.15536 -1.61481 4.92370 0.3 0.0 -0.3 -0.31
C 2.31823 3.20707 -1.29780 1.6 0.6 -1.0 -0.18
C -2.99847 -2.20572 -3.48664 -0.2 0.4 -0.1 -0.31
C 5.67586 3.44523 2.85792 -0.1 0.4 -0.1 -0.33
C -1.74478 0.77253 0.51226 -1.8 1.0 -2.2 -0.11
C -1.92429 -7.33845 -4.20151 0.0 -0.1 -0.1 -0.10
C 4.88747 0.09620 -3.99847 -0.1 -0.3 0.2 -0.32
C -3.94400 2.16262 1.22693 1.0 -0.2 -3.3 0.04
C -3.09216 0.80593 1.39016 -0.4 -0.8 0.8 -0.28
C -4.33199 -1.69637 -3.99713 -0.1 0.0 0.0 -0.08
C 2.47507 4.16416 0.84144 0.1 2.0 0.5 -0.26
C 1.40814 2.75341 -2.52660 -0.4 -0.7 0.3 -0.14
C -0.65374 1.30774 -1.86322 -0.8 -0.2 -0.3 -0.12
C -5.12587 -3.65924 3.92565 0.2 0.3 -0.1 -0.33
C -4.03035 2.68235 -0.09965 0.7 -1.8 3.9 -0.23
C -0.45758 -0.49399 2.92154 -1.4 -0.4 -0.1 -0.13
C -3.26286 1.87070 -1.25756 -0.4 0.4 -1.0 -0.26
C -1.69334 -5.86071 -3.95341 -0.1 -0.3 0.3 -0.32
C -0.16721 2.78961 -2.25770 -0.3 -0.3 -1.0 -0.15
C 4.63826 -1.32628 4.80128 0.1 0.1 0.1 -0.09
C -1.83365 1.27789 -0.80933 0.5 -0.7 1.8 -0.06
C 4.65752 -1.38025 -4.25413 0.0 -0.1 -0.1 -0.09
C 6.73790 4.52278 2.76255 0.2 0.0 0.0 -0.09
C -4.49711 -2.84044 5.03619 0.0 0.0 0.2 -0.09
H 3.04128 2.38700 -0.94045 -1.3 0.9 -0.5 0.13
H -2.30938 -0.43598 -3.06038 -0.2 -0.2 -0.2 0.03
H -4.89682 -2.28445 2.56768 -0.2 0.0 0.1 0.06
H 2.97176 3.34265 1.46127 -0.7 0.6 -1.0 0.15
H -0.87199 -1.56380 2.83899 0.7 1.6 0.1 0.09
H 4.97870 -1.47991 3.77315 0.0 -0.1 0.1 0.07
H -0.51806 3.59360 -1.53732 0.7 -1.1 -0.7 0.12
H 6.39872 5.34458 2.12562 0.0 -0.1 -0.1 0.08
H -3.08935 -5.70486 -2.60651 0.0 0.1 -0.2 0.09
H -2.20251 -7.84759 -3.27417 0.1 0.0 0.0 0.07
H -4.39217 -4.33703 3.47694 0.0 -0.1 0.2 0.11
H -1.27171 0.16502 3.39147 1.3 -0.9 -0.8 0.08
H -5.09849 -2.47195 -3.92737 0.0 0.1 0.0 0.07
H 2.99594 4.05521 -1.68540 -0.9 -1.2 0.6 0.14
H -4.24688 -1.37692 -5.03887 0.0 -0.1 0.1 0.08
H -0.66030 3.03907 -3.26850 0.7 -0.3 1.6 0.12
H 4.18124 4.69320 2.81156 0.0 0.0 0.2 0.05
H -3.07309 -2.51697 -2.43988 -0.1 -0.2 -0.1 0.11
H -4.65964 -0.82517 -3.42214 0.0 -0.1 0.0 0.06
H -1.02639 -7.81170 -4.60600 -0.1 0.0 0.0 0.07
H -5.23122 -2.15834 5.47199 0.0 -0.1 0.0 0.08
H 1.69902 1.66663 -2.76164 -0.5 1.7 0.2 0.09
H 5.45784 3.02352 1.87025 0.2 -0.1 -0.1 0.10
H -3.68042 -2.22478 4.64787 0.0 -0.1 0.0 0.06
H -1.43710 -5.35234 -4.88510 -0.1 0.1 0.1 0.11
H -0.87691 -5.70740 -3.24048 0.1 0.0 -0.1 0.11
H 3.83469 -1.52350 -4.95871 0.1 0.1 0.0 0.08
H 7.66718 4.12044 2.35166 0.0 0.1 0.0 0.07
H -4.42121 2.65084 2.13078 0.5 -0.9 -1.2 0.12
H -5.95428 -4.25578 4.31271 0.0 0.1 -0.2 0.11
H 4.84796 -0.28413 5.05431 -0.1 -0.1 0.1 0.08
H -6.12774 4.78990 1.35940 -0.6 -0.4 -0.3 0.05
H 5.14378 0.60965 -4.92705 -0.1 0.1 0.1 0.11
H 0.23846 0.66261 -1.55728 -1.5 0.9 0.0 0.11
H 2.93667 -2.65457 4.66045 0.1 -0.1 0.2 0.11
H 5.55589 -1.85080 -4.66058 -0.1 0.0 0.0 0.07
H 0.49867 -0.43900 3.53625 -1.0 0.0 -1.2 0.05
H 2.71381 -0.92428 3.15636 0.0 0.1 0.1 0.09
H 2.81501 -1.43945 5.94597 -0.1 0.1 -0.2 0.12
H -2.66602 -3.05911 -4.07552 0.1 0.2 0.1 0.09
H 5.70345 0.24665 -3.28437 0.1 0.0 -0.1 0.11
H -3.90447 5.51263 1.11423 0.4 0.1 -0.7 0.05
H 4.37913 -1.89427 -3.32955 0.1 0.0 0.0 0.07
H 6.00928 2.63671 3.51176 -0.2 0.0 0.0 0.11
H 5.21789 -1.97356 5.46344 0.0 0.0 -0.1 0.08
H 3.49003 0.24385 -2.65068 0.0 0.0 -0.2 0.08
H 6.94267 4.94695 3.74853 0.0 -0.1 0.0 0.08
H -4.10497 -3.48743 5.82484 0.0 0.1 0.0 0.07
H -2.74756 -7.48481 -4.90501 0.1 0.1 0.0 0.08
H 1.61726 3.33152 -3.48848 0.0 -0.5 1.6 0.12
H -1.06531 0.82645 -2.82245 0.7 0.8 1.4 0.11
```
Positions in Å, forces in eV/Å.

- charge = 0
- LUMO energy (hartree) = -0.06886
- SMILES = CS(=O)(=O)C1=C(CCCCOC=O)C(=O)C(P(O)O)=CC1=O.CCO.CCO.CCO.CCO.CCO.CCO
- molar mass (g mol⁻¹) = 626.699
- total energy (hartree) = -2737.71606